DFT (ωB97M-V with the def2-TZVPD basis set) results for a single C6H7N molecule in a non-equilibrium geometry.

Cartesian coordinates (Å):
C1 -0.46 2.37 -0.11
C2 -0.37 1.07 -0.14
C3 -0.39 -0.23 0.05
C4 -1.66 -1.04 -0.01
N1 0.76 -0.93 0.38
C5 1.78 -1.22 -0.47
C6 2.08 -0.09 0.14
H1 -1.31 2.87 0.35
H2 0.31 3.01 -0.54
H3 -1.61 -1.76 -0.83
H4 -1.79 -1.60 0.92
H5 -2.53 -0.41 -0.16
H6 2.33 -2.15 -0.47
H7 2.84 0.09 0.88

For the LUMO energy, the calculation gives 0.137 eV. The value obtained for the energy above the lowest of the compared OMol25 structures with the same formula, charge and spin is 720.6 kJ/mol. Its SMILES is C=C=C(C)N1C=C1. The molar mass comes out at 93.1 u.



DFT (ωB97M-V with the def2-TZVPD basis set) results for a 7-piece molecular cluster, C12H36BF4N3O6S3 overall in a non-equilibrium geometry.

Cartesian coordinates (Å):
N1 0.35 28.52 -20.62
H1 0.25 27.68 -20.07
H2 1.15 28.45 -21.24
H3 0.58 29.30 -20.03
H4 -0.47 28.72 -21.18
N2 0.22 23.06 -17.08
H5 0.20 23.04 -18.09
H6 -0.38 22.43 -16.57
H7 0.12 24.04 -16.88
H8 1.19 22.83 -16.91
N3 3.16 24.48 -26.32
H9 3.40 24.47 -25.34
H10 2.32 23.93 -26.34
H11 3.79 23.96 -26.91
H12 2.83 25.33 -26.75
B1 2.18 23.58 -21.49
F1 1.97 24.56 -20.49
F2 3.15 23.87 -22.38
F3 2.30 22.33 -21.04
F4 0.99 23.62 -22.27
C1 8.88 28.26 -21.24
C2 9.32 29.24 -22.30
C3 8.17 29.93 -23.11
S1 6.84 28.64 -23.06
O1 6.94 27.92 -24.31
O2 5.51 29.04 -22.57
C4 7.53 27.56 -21.72
H13 8.66 28.77 -20.30
H14 9.72 27.59 -21.08
H15 9.88 28.78 -23.11
H16 9.96 30.05 -21.96
H17 8.40 30.32 -24.10
H18 7.60 30.69 -22.57
H19 7.81 26.77 -22.41
H20 6.76 27.19 -21.06
C5 2.35 16.43 -19.19
C6 3.83 16.68 -19.44
C7 4.53 17.00 -18.07
S2 3.25 17.90 -17.08
O3 3.47 19.30 -17.34
O4 3.33 17.36 -15.76
C8 1.79 17.28 -18.04
H21 2.22 15.37 -18.95
H22 1.74 16.50 -20.09
H23 3.86 17.50 -20.17
H24 4.35 15.85 -19.92
H25 5.51 17.47 -17.99
H26 4.58 15.99 -17.65
H27 1.25 18.19 -18.30
H28 1.20 16.73 -17.30
C9 -3.24 18.87 -23.97
C10 -2.01 19.21 -23.10
C11 -0.77 18.94 -24.03
S3 -1.21 19.68 -25.74
O5 -0.88 18.72 -26.78
O6 -0.76 21.10 -25.87
C12 -3.05 19.62 -25.29
H29 -4.14 19.11 -23.40
H30 -3.36 17.82 -24.25
H31 -1.90 18.59 -22.22
H32 -2.12 20.21 -22.68
H33 -0.77 17.87 -24.25
H34 0.17 19.49 -23.96
H35 -3.58 19.30 -26.18
H36 -3.50 20.58 -25.02

For the LUMO energy, the calculation gives -5.881 eV. Its total charge is +2. The molar mass comes out at 501.4 u.



DFT (ωB97M-V with the def2-TZVPD basis set) results for a 2-piece molecular cluster, C3H9NO2S overall in a non-equilibrium geometry.

Cartesian coordinates (Å):
O1 3.27 2.29 -1.40
C1 2.32 1.58 -1.38
N1 1.44 1.43 -0.25
C2 0.06 1.77 -0.36
C3 -0.85 0.81 0.42
S1 0.06 0.13 1.80
H1 1.87 1.14 -2.28
H2 1.86 1.35 0.67
H3 -0.21 1.65 -1.41
H4 -0.04 2.87 -0.31
H5 -0.95 0.01 -0.30
H6 -1.79 1.31 0.59
H7 -0.33 -1.15 1.64
H8 -2.85 -4.87 1.26
H9 -1.67 -5.56 0.73
O2 -2.18 -4.75 0.57

For the LUMO energy (spin up / spin down), the calculation gives -3.596 / -8.785 eV. The spin multiplicity is 2. Its total charge is +1. The value obtained for the energy above the lowest of the compared OMol25 structures with the same formula, charge and spin is 180.8 kJ/mol. The molar mass comes out at 123.2 u. As for the expectation value of S²: 0.76.



DFT (ωB97M-V with the def2-TZVPD basis set) results for C29H48BrIrN3P2S as an isolated structure in a non-equilibrium geometry.

Cartesian coordinates (Å):
N1 0.02 -7.74 -6.74
C1 0.15 -8.17 -5.47
C2 0.18 -7.28 -4.38
C3 0.09 -5.87 -4.61
C4 0.06 -5.47 -5.96
C5 -0.04 -6.43 -6.99
C6 0.05 -4.87 -3.56
Ir1 -0.08 0.21 0.79
P1 -3.51 3.48 2.02
C7 -0.15 -3.54 -3.82
C8 -0.15 -2.57 -2.78
C9 -1.05 -1.50 -2.81
C10 -1.33 -0.81 -1.63
C11 -0.54 -1.16 -0.52
C12 0.42 -2.17 -0.49
C13 0.67 -2.84 -1.67
Br1 0.42 1.79 2.60
H1 0.14 -5.22 -2.53
H2 -0.43 -3.18 -4.81
H3 0.29 -7.69 -3.38
H4 0.12 -4.41 -6.23
H5 0.23 -9.25 -5.33
H6 -0.15 -6.09 -8.03
H7 -1.58 -1.26 -3.73
H8 1.44 -3.59 -1.72
H9 -2.10 -0.05 -1.52
H10 0.95 -2.42 0.44
P2 1.40 1.26 -0.54
C14 -3.80 1.75 2.39
C15 -5.30 1.66 2.77
H11 -3.14 1.46 3.22
H12 -3.54 1.20 1.48
H13 -5.54 0.71 3.25
H14 -5.58 2.47 3.45
H15 -5.93 1.78 1.88
C16 -3.55 3.65 0.22
C17 -3.94 5.10 -0.09
H16 -4.30 2.93 -0.16
H17 -2.53 3.38 -0.12
H18 -4.22 5.21 -1.14
H19 -4.79 5.43 0.52
H20 -3.11 5.78 0.12
C18 -1.91 4.03 2.57
C19 -1.91 4.44 4.05
H21 -1.60 4.88 1.92
H22 -1.23 3.17 2.41
H23 -0.90 4.70 4.38
H24 -2.57 5.31 4.18
H25 -2.29 3.64 4.70
C20 2.63 2.31 0.31
C21 3.86 2.71 -0.49
H26 2.94 1.78 1.22
H27 2.09 3.20 0.65
H28 4.59 1.90 -0.53
H29 3.62 3.01 -1.52
H30 4.35 3.57 -0.01
C22 0.22 2.41 -1.35
C23 0.12 2.31 -2.86
H31 0.54 3.41 -1.03
H32 -0.77 2.23 -0.89
H33 1.07 2.55 -3.36
H34 -0.20 1.31 -3.18
H35 -0.63 3.02 -3.22
C24 2.26 0.34 -1.88
C25 3.40 -0.56 -1.42
H36 2.61 1.09 -2.61
H37 1.49 -0.25 -2.40
H38 3.47 -1.43 -2.09
H39 4.37 -0.06 -1.45
H40 3.24 -0.95 -0.41
S1 -0.19 -1.44 2.48
C26 1.05 -1.11 3.62
N2 2.36 -1.19 3.35
C27 3.39 -0.65 4.24
C28 2.90 -0.69 5.67
C29 1.52 -0.06 5.76
N3 0.64 -0.82 4.87
H41 2.58 -1.29 2.36
H42 3.61 0.39 3.93
H43 4.30 -1.24 4.13
H44 3.59 -0.16 6.33
H45 2.83 -1.73 6.00
H46 1.54 0.99 5.44
H47 1.11 -0.11 6.78
H48 -0.36 -0.65 4.96

For the LUMO energy (spin up / spin down), the calculation gives -11.212 / -14.031 eV. The spin multiplicity is 6. Its total charge is +4. The value obtained for the energy above the lowest of the compared OMol25 structures with the same formula, charge and spin is 94.4 kJ/mol. The molar mass comes out at 804.9 u. As for the expectation value of S²: 8.84.



DFT (ωB97M-V with the def2-TZVPD basis set) results for a single C10H19N3O5 molecule in a non-equilibrium geometry.

Cartesian coordinates (Å):
N1 1.16 4.62 1.56
C1 0.78 3.25 1.20
C2 0.83 2.22 2.34
C3 0.74 0.90 1.61
C4 -0.27 -0.01 2.30
C5 -0.32 -1.22 1.45
N2 -0.82 -1.05 0.07
C6 0.00 -1.64 -0.88
O1 1.12 -2.08 -0.74
C7 -0.77 -1.85 -2.20
N3 -1.98 -1.01 -2.21
C8 0.27 -1.80 -3.35
C9 0.90 -0.42 -3.56
O2 0.30 0.61 -3.48
O3 2.29 -0.50 -3.79
C10 -1.25 -2.35 2.09
O4 -1.56 -2.35 3.23
O5 -1.60 -3.29 1.20
H1 0.38 5.25 1.35
H2 1.19 4.72 2.61
H3 1.41 3.00 0.28
H4 -0.31 3.24 0.92
H5 0.11 2.34 3.05
H6 1.85 2.18 2.86
H7 0.22 1.12 0.66
H8 1.77 0.46 1.45
H9 -1.22 0.54 2.43
H10 0.07 -0.31 3.30
H11 0.73 -1.68 1.49
H12 -1.72 -0.65 -0.13
H13 -1.10 -2.87 -2.05
H14 -2.75 -1.47 -2.68
H15 -1.70 -0.08 -2.57
H16 -0.22 -1.79 -4.31
H17 1.08 -2.56 -3.30
H18 2.52 0.45 -3.86
H19 -2.15 -3.90 1.68

For the LUMO energy, the calculation gives 0.567 eV. The value obtained for the energy above the lowest of the compared OMol25 structures with the same formula, charge and spin is 169.5 kJ/mol. Its SMILES is NCCCC[C@H](NC(=O)[C@@H](N)CC(=O)O)C(=O)O. The molar mass comes out at 261.3 u.



DFT (ωB97M-V with the def2-TZVPD basis set) results for a 5-piece molecular cluster, C19H36BClN5O16S overall in a non-equilibrium geometry.

Cartesian coordinates (Å):
N1 0.52 -2.51 -0.07
C1 0.19 -3.39 -1.23
O1 -0.27 -4.53 -0.96
C2 0.43 -2.94 -2.76
C3 -0.82 -2.08 -3.35
C4 -0.51 -0.55 -2.98
N2 -0.73 -0.17 -1.61
C5 -0.34 1.24 -1.65
N3 -0.45 1.97 -0.52
S1 -1.00 1.25 0.98
N4 0.10 1.57 -2.98
C6 0.58 2.96 -3.20
C7 1.90 3.22 -2.31
O2 2.06 4.30 -1.72
Cl1 3.13 1.84 -2.23
N5 0.00 0.50 -3.83
B1 0.34 0.47 -5.29
O3 0.68 -0.85 -5.83
O4 0.33 1.58 -6.19
H1 -0.31 -1.99 0.24
H2 1.31 -1.89 -0.30
H3 1.40 -2.31 -2.74
H4 0.64 -3.89 -3.36
H5 -1.73 -2.40 -2.71
H6 -0.97 -2.27 -4.46
H7 -0.21 2.98 -0.55
H8 -2.38 1.09 0.86
H9 -0.27 3.66 -2.85
H10 0.81 3.23 -4.28
H11 -0.14 -1.10 -6.33
H12 -0.46 2.15 -6.07
C8 3.61 2.46 2.79
O5 3.12 2.64 4.11
C9 2.85 1.50 4.76
O6 2.99 0.38 4.31
O7 2.40 1.80 5.98
C10 2.07 0.67 6.79
H13 3.79 3.45 2.36
H14 4.56 1.91 2.80
H15 2.88 1.95 2.16
H16 2.95 0.05 6.96
H17 1.27 0.09 6.32
H18 1.72 1.04 7.75
C11 7.41 -3.50 1.26
O8 6.30 -2.60 1.25
C12 5.40 -2.83 2.23
O9 5.47 -3.70 3.06
O10 4.42 -1.92 2.11
C13 3.39 -2.04 3.09
H19 8.07 -3.22 0.43
H20 7.97 -3.41 2.19
H21 7.08 -4.53 1.11
H22 3.79 -1.90 4.09
H23 2.89 -3.01 3.00
H24 2.65 -1.26 2.89
C14 -1.24 6.00 1.10
O11 -2.28 5.44 0.29
C15 -3.50 5.93 0.55
O12 -3.77 6.76 1.38
O13 -4.38 5.33 -0.27
C16 -5.73 5.76 -0.10
H25 -0.30 5.53 0.80
H26 -1.15 7.07 0.93
H27 -1.41 5.78 2.15
H28 -5.83 6.83 -0.31
H29 -6.08 5.53 0.90
H30 -6.34 5.21 -0.82
C17 -2.96 -4.71 0.14
O14 -4.30 -4.22 0.15
C18 -5.07 -4.69 -0.84
O15 -4.72 -5.46 -1.71
O16 -6.30 -4.16 -0.70
C19 -7.23 -4.58 -1.70
H31 -2.43 -4.27 0.98
H32 -2.94 -5.80 0.25
H33 -2.45 -4.41 -0.78
H34 -7.38 -5.66 -1.67
H35 -6.90 -4.27 -2.70
H36 -8.18 -4.09 -1.49

For the LUMO energy, the calculation gives -4.195 eV. Its total charge is +1. The molar mass comes out at 668.8 u.



DFT (ωB97M-V with the def2-TZVPD basis set) results for a 2-piece molecular cluster, C4H12 overall in a non-equilibrium geometry.

Cartesian coordinates (Å):
C1 0.89 -0.11 -1.47
C2 -0.21 -0.29 -2.52
H1 1.36 -1.06 -1.21
H2 1.82 0.29 -1.92
H3 0.63 0.42 -0.56
H4 -1.13 0.22 -2.21
H5 0.12 0.21 -3.41
H6 -0.63 -1.31 -2.53
C3 -0.55 -0.50 2.19
C4 -0.12 0.90 1.75
H7 -1.46 -0.68 1.62
H8 0.15 -1.32 2.14
H9 -0.77 -0.57 3.27
H10 -0.39 1.11 0.74
H11 0.93 1.12 2.00
H12 -0.60 1.58 2.45

For the LUMO energy, the calculation gives 1.152 eV. The value obtained for the energy above the lowest of the compared OMol25 structures with the same formula, charge and spin is 80.2 kJ/mol. Its SMILES is CC.CC. The molar mass comes out at 60.1 u.



DFT (ωB97M-V with the def2-TZVPD basis set) results for C20H16AsF9GdNO11S2Sb as an isolated structure in a non-equilibrium geometry.

Cartesian coordinates (Å):
Gd1 0.98 0.83 0.00
O1 4.89 2.09 1.75
C1 3.70 1.78 1.70
O2 2.96 1.73 0.66
C2 3.00 1.47 3.04
C3 1.64 2.19 3.11
C4 1.14 2.23 4.56
C5 0.71 0.76 4.77
C6 1.03 0.15 3.40
O3 0.74 1.23 2.52
C7 2.55 -0.03 3.23
C8 2.86 -0.95 2.05
O4 3.77 -1.76 2.15
O5 2.07 -0.83 1.03
H1 3.67 1.79 3.83
H2 1.59 3.13 2.57
H3 0.29 2.91 4.65
H4 1.92 2.55 5.24
H5 -0.36 0.68 4.97
H6 1.25 0.26 5.58
H7 0.44 -0.72 3.14
H8 3.01 -0.48 4.11
F1 -5.19 -3.88 2.11
C9 -4.77 -3.34 0.95
F2 -5.55 -2.27 0.74
F3 -5.09 -4.23 0.00
C10 -3.30 -3.02 0.98
C11 -2.54 -3.47 2.05
C12 -1.19 -3.22 2.08
C13 -0.64 -2.49 1.03
N1 -1.36 -2.04 0.01
C14 -2.67 -2.30 -0.06
S1 -3.56 -1.77 -1.45
H9 -3.02 -4.02 2.85
H10 -0.56 -3.57 2.89
H11 0.42 -2.27 1.00
O6 0.15 3.12 -3.81
As1 0.41 1.68 -2.87
O7 -1.04 1.50 -1.96
O8 1.74 1.95 -1.95
C15 0.50 0.46 -4.35
C16 0.67 0.97 -5.63
C17 0.72 0.09 -6.70
C18 0.63 -1.28 -6.51
C19 0.47 -1.79 -5.23
C20 0.42 -0.92 -4.15
S2 -0.10 -1.48 -2.54
O9 0.72 -0.59 -1.66
O10 -1.50 -1.09 -2.65
O11 0.18 -2.88 -2.40
H12 -0.08 3.81 -3.16
H13 0.75 2.04 -5.77
H14 0.83 0.49 -7.71
H15 0.65 -1.95 -7.35
H16 0.39 -2.85 -5.04
F4 -1.07 0.82 0.64
Sb1 -1.65 2.68 -0.53
F5 -0.67 4.13 -1.41
F6 -3.19 1.77 0.02
F7 -2.93 3.43 -1.73
F8 -2.04 3.90 0.82
F9 0.24 2.88 0.39

For the LUMO energy (spin up / spin down), the calculation gives 4.126 / 3.171 eV. The spin multiplicity is 7. Its total charge is -2. The value obtained for the energy above the lowest of the compared OMol25 structures with the same formula, charge and spin is 0.0 kJ/mol. The molar mass comes out at 1035.4 u. As for the expectation value of S²: 12.33.



DFT (ωB97M-V with the def2-TZVPD basis set) results for C30H22N6O4Se3TaTe as an isolated structure in a non-equilibrium geometry.

Cartesian coordinates (Å):
Ta1 -0.01 0.32 1.35
O1 3.45 2.85 0.79
C1 2.75 1.87 0.82
N1 1.42 1.83 1.17
C2 0.81 3.03 1.66
C3 1.39 3.93 2.54
C4 0.65 5.02 2.97
C5 -0.66 5.20 2.53
C6 -1.24 4.28 1.68
C7 -0.51 3.18 1.26
N2 -1.07 2.05 0.55
C8 -1.64 2.37 -0.67
O2 -1.50 3.44 -1.23
C9 -2.56 1.35 -1.32
C10 -2.99 1.60 -2.62
C11 -3.92 0.74 -3.18
C12 -4.40 -0.32 -2.42
C13 -3.90 -0.49 -1.13
N3 -2.98 0.33 -0.60
C14 3.28 0.52 0.46
C15 4.53 0.36 -0.13
C16 4.92 -0.92 -0.46
C17 4.07 -1.98 -0.19
C18 2.84 -1.72 0.40
N4 2.46 -0.49 0.72
H1 2.40 3.77 2.88
H2 1.10 5.72 3.67
H3 -1.23 6.06 2.86
H4 -2.26 4.40 1.35
H5 -2.60 2.46 -3.15
H6 -4.28 0.90 -4.19
H7 -5.15 -1.00 -2.81
H8 -4.24 -1.29 -0.49
H9 5.13 1.24 -0.30
H10 5.88 -1.09 -0.93
H11 4.33 -3.00 -0.44
H12 2.14 -2.51 0.63
Se1 -1.28 1.13 3.52
Se2 -0.90 0.49 5.63
Te1 -4.17 -1.87 2.65
Se3 -1.97 -0.78 2.26
O3 1.85 0.67 3.60
N5 1.78 -0.52 3.71
O4 0.99 -1.07 2.84
C19 -1.96 -4.98 0.37
C20 -2.29 -4.14 -0.69
C21 -1.67 -2.91 -0.82
C22 -0.70 -2.51 0.09
C23 -0.35 -3.35 1.14
C24 -0.99 -4.58 1.27
N6 -0.12 -1.21 -0.06
C25 0.46 -0.98 -1.36
C26 0.86 -2.02 -2.21
C27 1.47 -1.77 -3.43
C28 1.72 -0.47 -3.85
C29 1.34 0.57 -3.02
C30 0.71 0.32 -1.81
H13 -2.47 -5.93 0.50
H14 -3.06 -4.43 -1.41
H15 -1.92 -2.26 -1.65
H16 0.38 -3.02 1.87
H17 -0.73 -5.22 2.11
H18 0.69 -3.05 -1.91
H19 1.76 -2.61 -4.05
H20 2.20 -0.28 -4.80
H21 1.52 1.60 -3.31
H22 0.41 1.18 -1.21

For the LUMO energy, the calculation gives 1.587 eV. Its total charge is -1. The value obtained for the energy above the lowest of the compared OMol25 structures with the same formula, charge and spin is 299.8 kJ/mol. The molar mass comes out at 1076.0 u.



DFT (ωB97M-V with the def2-TZVPD basis set) results for a single CH5PS molecule in a non-equilibrium geometry.

Cartesian coordinates (Å):
C1 0.11 0.71 -0.67
P1 0.59 -0.23 0.83
S1 -1.26 -0.50 1.65
H1 -0.22 0.12 -1.52
H2 1.06 1.17 -1.16
H3 -0.80 1.36 -0.40
H4 0.68 -1.59 -0.12
H5 -1.16 0.77 2.03

For the LUMO energy, the calculation gives 0.738 eV. The value obtained for the energy above the lowest of the compared OMol25 structures with the same formula, charge and spin is 78.7 kJ/mol. Its SMILES is CPS. The molar mass comes out at 80.1 u.



DFT (ωB97M-V with the def2-TZVPD basis set) results for C3H7NO as an isolated structure in a non-equilibrium geometry.

Cartesian coordinates (Å):
C1 -1.22 -0.67 -0.04
C2 0.40 1.28 0.03
C3 1.17 -0.84 0.01
H1 -1.63 -1.19 0.89
H2 -1.94 0.08 -0.28
H3 -1.32 -1.34 -0.91
H4 -0.06 1.74 1.41
H5 1.76 1.56 -0.31
H6 -0.48 1.83 -1.07
H7 0.93 -1.96 0.33
N1 0.07 -0.07 0.01
O1 2.32 -0.41 -0.06

For the LUMO energy, the calculation gives 0.528 eV. The value obtained for the energy above the lowest of the compared OMol25 structures with the same formula, charge and spin is 543.3 kJ/mol. The molar mass comes out at 73.1 u.



DFT (ωB97M-V with the def2-TZVPD basis set) results for a 2-piece molecular cluster, C2H4Cl2O4 overall in a non-equilibrium geometry.

Cartesian coordinates (Å):
O1 -0.36 0.81 -1.10
O2 0.37 -0.15 -0.25
C1 0.50 0.53 0.97
Cl1 1.67 1.91 0.94
C2 0.98 -0.52 1.95
Cl2 -0.15 -1.81 2.29
H1 -0.95 0.17 -1.54
H2 -0.47 0.94 1.28
H3 1.88 -0.96 1.52
H4 1.21 -0.05 2.91
O3 -2.19 -0.20 -5.04
O4 -2.50 -0.67 -3.92

For the LUMO energy (spin up / spin down), the calculation gives -1.856 / -1.866 eV. The value obtained for the energy above the lowest of the compared OMol25 structures with the same formula, charge and spin is 575.8 kJ/mol. Its SMILES is OO[C@H](Cl)CCl.O=O. The molar mass comes out at 163.0 u.



Look up the molar mass of the tenth one. 80.1 u



The highest molar mass belongs to which entry? C30H22N6O4Se3TaTe



The highest molar mass belongs to which entry? C30H22N6O4Se3TaTe